(1)
DFT (ωB97M-V/def2-TZVPD) results for C8H16CoINO4S5 as an isolated structure.

ORCA input file:
```
! RIJCOSX wB97M-V def2-TZVPD def2/J DEFGRID3
* xyz 1 1
Co 0.3247 -0.0604 -0.2720
C -1.4547 2.5270 0.5664
C -1.4330 2.4539 -0.9449
S -1.3282 0.7632 -1.5627
C -2.8430 -0.0190 -0.9123
C -2.5677 -1.3495 -0.2261
S -1.2068 -1.3244 0.9673
C -1.8577 -0.2316 2.2560
C -0.7740 0.7580 2.6379
S -0.0237 1.6171 1.2333
H -2.3751 2.1277 0.9881
H -1.3648 3.5635 0.8913
H -0.5223 2.9109 -1.3402
H -2.2837 2.9611 -1.3994
H -3.5100 -0.1822 -1.7582
H -3.3344 0.6875 -0.2438
H -2.2863 -2.1113 -0.9481
H -3.4626 -1.6950 0.2928
H -2.1377 -0.8351 3.1188
H -2.7579 0.2606 1.8930
H 0.0644 0.2541 3.1223
H -1.1398 1.5155 3.3321
O 4.2345 -0.0134 -0.1919
S 2.9289 0.5253 -0.0140
O 1.9763 -0.5828 0.5482
O 2.7805 1.7413 0.7321
S 1.7983 0.7483 -1.7366
N 2.1423 -2.6886 -1.2937
C 0.9717 -2.4855 -1.8487
O 0.1299 -1.6413 -1.4266
C 0.5904 -3.2919 -3.0480
I 0.8630 -2.0806 -4.7827
H 2.4255 -2.0970 -0.5123
H 2.7947 -3.3383 -1.7002
H -0.4615 -3.5525 -3.0056
H 1.1995 -4.1821 -3.1648
*
```

The HOMO energy (alpha / beta) comes out at -11.856 / -11.856 eV. Its LUMO energy (alpha / beta) is -4.1180 / -4.1161 eV. The energy above the lowest of the compared OMol25 structures with the same formula, charge and spin comes out at 0.0 kcal/mol. Its total energy is -4341.391507 a.u.



(2)
DFT (ωB97M-V/def2-TZVPD) results for C13H13BeBr2NOSe as an isolated structure.

ORCA input file:
```
! RIJCOSX wB97M-V def2-TZVPD def2/J DEFGRID3
* xyz -2 1
Be -0.6150 -0.4717 -1.0075
Br -0.2078 -1.4849 3.7004
C 1.0677 -0.8570 2.4864
C 2.4078 -0.8026 2.8554
C 3.3615 -0.4451 1.9628
Br 5.2387 -0.7170 2.3964
C 3.0422 -0.1167 0.6179
C 3.9285 0.3357 -0.4450
C 3.3589 0.6217 -1.6746
C 1.9839 0.4410 -1.8996
N 1.1250 0.0687 -0.9260
C 1.6639 -0.2249 0.2711
C 0.6479 -0.7826 1.1220
O -0.4821 -1.0769 0.7542
H 2.6542 -1.1449 3.8283
H 4.9995 0.2765 -0.3940
H 3.9824 0.8077 -2.5336
H 1.5182 0.4888 -2.8780
Se -0.5191 -1.7337 -2.7741
C -3.1771 -0.0744 0.8840
C -3.0840 0.8917 -0.3314
C -3.8226 0.3099 -1.5430
C -1.5617 1.0531 -0.7595
H -4.1404 0.0514 1.4006
H -2.3907 0.0756 1.6251
H -2.9640 -1.1088 0.6040
H -3.5719 1.8184 0.0013
H -3.3882 -0.6359 -1.8302
H -3.6339 0.9808 -2.4282
H -4.9306 0.1930 -1.3813
H -1.0271 1.6563 -0.0022
H -1.4640 1.6066 -1.7019
*
```

The HOMO energy comes out at 0.854 eV. Its LUMO energy is 4.1652 eV. Its total energy is -8197.453658 a.u.



(3)
DFT (ωB97M-V/def2-TZVPD) results for C8H8S in the gas phase.

ORCA input file:
```
! RIJCOSX wB97M-V def2-TZVPD def2/J DEFGRID3
* xyz 0 1
C -1.1791 1.8910 -1.1976
C -0.8660 1.8108 -2.4634
C -0.7395 0.8695 -0.3140
C 0.0451 -0.0120 -1.0512
C -0.9719 0.8476 1.0161
C 0.1795 -1.3980 1.0122
C 0.7396 -1.1381 -0.2740
C 1.0407 -1.6345 2.2389
S 0.2425 0.4054 -2.6418
H -1.7619 2.7324 -0.7893
H -1.2571 2.4509 -3.3211
H -1.8313 1.3119 1.3802
H 0.7061 -2.1660 -0.7513
H 1.7841 -0.8693 -0.3972
H 0.4904 -2.0989 3.1027
H 1.5353 -0.7303 2.5237
H 1.8435 -2.2722 1.9271
*
```

The HOMO energy (alpha / beta) comes out at -6.863 / -7.763 eV. Its LUMO energy (alpha / beta) is -0.5099 / -0.3464 eV. The energy above the lowest of the compared OMol25 structures with the same formula, charge and spin comes out at 137.0 kcal/mol. Its total energy is -707.546586 a.u.



(4)
DFT (ωB97M-V/def2-TZVPD) results for C4H4F2O2 in the gas phase.

ORCA input file:
```
! RIJCOSX wB97M-V def2-TZVPD def2/J DEFGRID3
* xyz 0 1
C -1.4391 0.3741 -0.1071
C -0.1872 -0.1638 -0.7843
C 1.0418 0.3435 -0.0832
C 1.9195 -0.4005 0.5756
H -2.7752 -0.0650 1.1029
H -0.2189 0.2070 -1.8355
H 1.7551 -1.4701 0.6411
H 2.7761 0.0628 1.0356
O -1.9928 -0.5151 0.7213
O -1.8530 1.4897 -0.2926
F -0.1823 -1.5340 -0.7802
F 1.1560 1.6715 -0.1934
*
```

The HOMO energy comes out at -10.183 eV. Its LUMO energy is 0.6500 eV. The energy above the lowest of the compared OMol25 structures with the same formula, charge and spin comes out at 6.5 kcal/mol. Its total energy is -505.017574 a.u. Its SMILES is C=C(F)[C@@H](F)C(=O)O.



(5)
DFT (ωB97M-V/def2-TZVPD) results for C38H45N10Pd as an isolated structure.

ORCA input file:
```
! RIJCOSX wB97M-V def2-TZVPD def2/J DEFGRID3
* xyz -1 1
Pd -0.6843 0.5752 0.8822
C -1.6078 2.5465 3.7620
C -0.2628 2.0638 4.2244
C 0.4682 2.7995 5.1520
C 1.6860 2.3410 5.6344
C 2.1831 1.1301 5.1807
C 1.4804 0.3746 4.2456
C 2.0105 -0.9451 3.7578
C 0.2522 0.8405 3.7468
N -0.4453 0.0688 2.8001
C -1.2751 -1.0046 3.1902
C -1.3241 -1.4611 4.6302
C -2.0795 -1.5483 2.2644
C -3.0467 -2.6521 2.6350
N -2.1170 -0.9343 0.9903
C -2.8129 -1.4936 -0.0684
C -2.5261 -2.8012 -0.5309
C -1.3884 -3.5774 0.0817
C -3.2205 -3.3325 -1.6141
C -4.1896 -2.5978 -2.2815
C -4.4652 -1.3050 -1.8488
C -3.8074 -0.7455 -0.7557
C -4.1889 0.6389 -0.2923
H -1.7747 3.5827 4.0658
H -2.4017 1.9193 4.1806
H -1.6907 2.4692 2.6835
H 0.0633 3.7387 5.5184
H 2.2419 2.9258 6.3588
H 3.1273 0.7533 5.5664
H 3.0763 -1.0509 3.9853
H 1.8464 -1.0352 2.6839
H 1.4773 -1.7801 4.2244
H -0.6665 -0.8604 5.2596
H -1.0217 -2.5097 4.7332
H -2.3388 -1.3751 5.0389
H -3.6421 -2.3699 3.5111
H -2.5294 -3.5842 2.8915
H -3.7370 -2.8601 1.8173
H -0.6905 -2.9014 0.5777
H -0.8547 -4.1296 -0.6978
H -1.7441 -4.3007 0.8209
H -2.9741 -4.3346 -1.9560
H -4.7099 -3.0167 -3.1360
H -5.2317 -0.7203 -2.3554
H -4.3188 1.3167 -1.1393
H -3.4278 1.0355 0.3692
H -5.1325 0.6066 0.2628
N 1.4948 -1.0242 0.2251
C 2.5390 -0.5213 0.2242
N 3.7245 0.0740 0.2400
C 4.9117 -0.6519 0.6858
C 5.7365 0.2165 1.6535
C 4.8368 1.2564 2.3205
C 4.3176 2.2467 1.2725
C 3.8924 1.5069 -0.0141
H 5.5206 -0.9231 -0.1848
H 4.5870 -1.5730 1.1646
H 6.5257 0.7358 1.1006
H 6.2201 -0.4244 2.3927
H 5.3862 1.7901 3.0970
H 3.9889 0.7605 2.7998
H 5.0969 2.9740 1.0267
H 3.4568 2.7826 1.6681
H 4.6514 1.6162 -0.7962
H 2.9507 1.9069 -0.3802
N 1.1322 3.1080 1.0088
C 0.5002 2.1323 0.9973
C -0.6416 -1.0280 -2.3858
C -1.1565 0.3525 -2.2038
N -1.0041 1.1013 -1.1342
C -1.5255 2.3496 -1.4206
C -2.0094 2.3500 -2.6833
N -1.7649 1.0767 -3.1832
C -2.3266 0.5822 -4.4143
N -1.3799 -0.1799 -5.1884
N -1.7660 -1.3808 -5.6810
N -0.9090 -1.7876 -6.5249
C 0.0895 -0.8396 -6.6275
C 1.2449 -0.8107 -7.4064
C 2.0670 0.2850 -7.2699
C 1.7502 1.3403 -6.3902
C 0.6070 1.3295 -5.6272
C -0.2191 0.2128 -5.7718
H -0.1891 -1.3472 -1.4503
H 0.1156 -1.0490 -3.1748
H -1.4450 -1.7145 -2.6591
H -1.4904 3.1503 -0.7033
H -2.5050 3.1113 -3.2643
H -2.6736 1.4474 -4.9739
H -3.1712 -0.0795 -4.2245
H 1.4692 -1.6215 -8.0876
H 2.9837 0.3376 -7.8423
H 2.4227 2.1847 -6.3137
H 0.3729 2.1389 -4.9466
*
```

The HOMO energy comes out at -2.146 eV. Its LUMO energy is 2.0616 eV. The energy above the lowest of the compared OMol25 structures with the same formula, charge and spin comes out at 2.3 kcal/mol. Its total energy is -2150.517799 a.u.



(6)
DFT (ωB97M-V/def2-TZVPD) results for a 2-piece molecular cluster, C3H9N3O overall.

ORCA input file:
```
! RIJCOSX wB97M-V def2-TZVPD def2/J DEFGRID3
* xyz 0 1
C -1.8616 0.4858 0.1856
C -1.2327 -0.5687 0.7714
N -1.0851 -0.5575 2.2089
N -1.8282 0.8326 -1.1834
H -2.3711 1.2052 0.8423
H -0.9246 -1.4300 0.1579
H -0.1627 -0.9856 2.5189
H -1.7896 -1.1669 2.5841
H -1.0785 0.3699 -1.6827
H -1.7758 1.8167 -1.4063
C 1.8066 0.3668 -0.9429
N 3.0263 -0.2344 -0.7278
O 1.1932 0.3672 -2.0206
H 1.3754 0.8376 -0.0008
H 3.4285 -0.7313 -1.5240
H 3.2800 -0.6073 0.2194
*
```

The HOMO energy comes out at -7.667 eV. Its LUMO energy is 0.7292 eV. The energy above the lowest of the compared OMol25 structures with the same formula, charge and spin comes out at 37.7 kcal/mol. Its total energy is -359.184337 a.u. Its SMILES is N/C=C/N.NC=O.



(7)
DFT (ωB97M-V/def2-TZVPD) results for C2H6NO2PS in the gas phase.

ORCA input file:
```
! RIJCOSX wB97M-V def2-TZVPD def2/J DEFGRID3
* xyz 0 1
C 1.9070 -0.4315 -0.6688
C -0.9912 -0.1011 1.8421
N -1.6333 0.2628 -0.7690
O 2.6954 -1.2453 -0.3634
O 0.8803 -0.1063 0.0864
P -0.4590 0.9137 0.3361
S 2.2661 0.6452 -2.1097
H 3.1500 -0.1421 -2.8075
H -0.1884 -0.6855 2.0209
H -1.1576 0.6454 2.6713
H -1.9429 -0.7288 1.6237
H -2.5834 0.1923 -0.3097
H -1.9431 0.7813 -1.5524
*
```

The HOMO energy comes out at -9.256 eV. Its LUMO energy is 0.6950 eV. The energy above the lowest of the compared OMol25 structures with the same formula, charge and spin comes out at 37.0 kcal/mol. Its total energy is -1024.583157 a.u. Its SMILES is CP(N)OC(=O)S.



(8)
DFT (ωB97M-V/def2-TZVPD) results for C10H19NO2 in the gas phase.

ORCA input file:
```
! RIJCOSX wB97M-V def2-TZVPD def2/J DEFGRID3
* xyz 0 1
O 0.1672 2.8814 1.5138
O 1.2385 -2.5294 -0.9346
N 0.5425 -0.4511 -0.4686
C 0.0546 4.3117 1.4735
C -0.5635 2.2134 0.4858
C 1.2752 0.8198 -0.5751
C -0.2016 -0.9227 -1.6607
C 1.2395 -1.5799 0.1270
C 0.2940 1.9731 -0.7503
C 0.3557 -2.0632 1.3042
C -1.0678 -2.3541 0.8482
C -1.1073 -3.1112 -0.5092
C -0.0990 -2.4465 -1.4998
H 0.5735 4.7116 2.3474
H 0.4407 4.7686 0.5314
H -1.0089 4.5903 1.5628
H -0.9463 1.2722 0.8713
H -1.4199 2.8372 0.2019
H 1.8138 1.0037 0.3515
H 1.9953 0.7738 -1.3991
H 0.2271 -0.5774 -2.6096
H -1.2661 -0.6324 -1.6280
H 2.2474 -1.2971 0.4417
H -0.3590 1.7472 -1.6249
H 0.7694 2.8912 -0.9877
H 0.8237 -2.9383 1.7675
H 0.3335 -1.3315 2.1150
H -1.6414 -1.4264 0.8097
H -1.5809 -2.9873 1.5969
H -0.8492 -4.1459 -0.3540
H -2.1575 -3.0611 -0.8745
H -0.1233 -2.9396 -2.4735
*
```

The HOMO energy comes out at -8.279 eV. Its LUMO energy is 0.9451 eV. The energy above the lowest of the compared OMol25 structures with the same formula, charge and spin comes out at 10.2 kcal/mol. Its total energy is -597.626748 a.u. Its SMILES is COCCCN1C[C@@H]2CCC[C@H]1O2.



(9)
DFT (ωB97M-V/def2-TZVPD) results for C4H8N6 in the gas phase.

ORCA input file:
```
! RIJCOSX wB97M-V def2-TZVPD def2/J DEFGRID3
* xyz 0 1
C -0.8807 -2.8240 0.6839
C -0.4640 -0.3996 0.3436
C 1.0579 0.4805 -1.0276
C -0.1206 1.7719 0.3401
H -0.1801 -3.1878 1.1794
H -1.8024 -3.1901 0.6371
H -0.6299 -2.9679 -0.5963
H -1.8546 -1.0392 1.4164
H 2.2687 -0.6569 -2.0766
H 2.7598 1.0113 -2.0725
H 0.1377 3.9856 0.4094
H -0.9329 3.0872 1.4657
N -1.1585 -1.4083 0.9215
N 0.4051 -0.6496 -0.5740
N 1.9718 0.2908 -1.9867
N 0.7624 1.7378 -0.6417
N -0.4868 3.1340 0.7086
N -0.8528 0.8245 0.8698
*
```

The HOMO energy comes out at -8.887 eV. Its LUMO energy is 0.9525 eV. The energy above the lowest of the compared OMol25 structures with the same formula, charge and spin comes out at 33.7 kcal/mol. Its total energy is -485.732554 a.u. Its SMILES is CNc1nc(N)nc(N)n1.



(10)
DFT (ωB97M-V/def2-TZVPD) results for a 2-piece molecular cluster, C3H10N2O2S overall.

ORCA input file:
```
! RIJCOSX wB97M-V def2-TZVPD def2/J DEFGRID3
* xyz 0 1
N 0.1474 0.9430 -1.4536
C -0.2755 0.2470 -0.2529
C -0.5399 1.1884 1.0012
S -0.4540 0.1486 2.5160
C -1.4474 -0.7254 -0.5898
N -1.6421 -1.6082 0.3887
O -2.2079 -0.5717 -1.5286
H -0.1601 0.4016 -2.2921
H 0.5075 0.7295 3.2796
H -0.2836 1.8450 -1.5268
H 0.6797 -0.2329 0.0685
H -1.5951 1.5379 0.9391
H 0.0529 2.1047 0.9970
H -0.9212 -1.9633 0.9858
H -2.5214 -2.1974 0.3002
H 3.0162 -0.3159 -1.4852
H 4.2988 -0.8080 -0.6635
O 3.3459 -0.7232 -0.6836
*
```

The HOMO energy comes out at -9.307 eV. Its LUMO energy is 0.7275 eV. The energy above the lowest of the compared OMol25 structures with the same formula, charge and spin comes out at 28.9 kcal/mol. Its total energy is -778.479523 a.u. Its SMILES is NC(=O)[C@@H](N)CS.O.



(11)
DFT (ωB97M-V/def2-TZVPD) results for C5H11N2S as an isolated structure.

ORCA input file:
```
! RIJCOSX wB97M-V def2-TZVPD def2/J DEFGRID3
* xyz 1 1
C -0.6386 1.7985 -0.1776
C 0.7344 1.1414 -0.3993
C -0.3201 -1.1098 0.0907
C -1.8602 -0.0395 0.6297
C 2.1699 -0.8258 0.0522
N -1.6835 1.2471 0.2537
N 0.8144 -0.2179 0.2906
S -3.3090 -0.7779 -0.2231
H -0.8604 2.7861 -0.3683
H 0.7896 0.9251 -1.4206
H 1.3344 1.9572 -0.0848
H -0.1005 -1.9075 0.7619
H -0.3650 -1.2609 -0.9087
H -2.0940 -0.2869 1.7634
H 2.1239 -1.9063 0.0098
H 2.5643 -0.3746 -0.9543
H 2.9401 -0.5944 0.9154
H 0.6607 -0.0888 1.2330
H -2.9004 -0.4651 -1.4638
*
```

The HOMO energy comes out at -12.840 eV. Its LUMO energy is -3.4425 eV. The energy above the lowest of the compared OMol25 structures with the same formula, charge and spin comes out at 96.5 kcal/mol. Its total energy is -704.436734 a.u.



(12)
DFT (ωB97M-V/def2-TZVPD) results for an isolated ion of composition C7H9N2 and charge +1.

ORCA input file:
```
! RIJCOSX wB97M-V def2-TZVPD def2/J DEFGRID3
* xyz 1 1
C 0.2325 1.0042 2.2313
C 0.1466 -0.4084 2.1419
C 0.2781 1.5052 0.9731
C 0.2135 -0.6974 0.8135
C 0.8160 -1.9265 -1.1855
C 0.2984 0.5203 -1.3194
C 0.5449 -1.9187 0.0836
N 0.3102 0.4956 0.0480
N -1.1899 0.5364 -1.8105
H -0.0231 1.6815 3.0090
H 0.3528 -1.2315 2.8074
H 0.5316 2.5799 0.7232
H 0.8939 -2.4005 -2.1058
H 0.7457 1.4354 -1.7259
H 0.4346 -2.7926 0.7477
H -1.6602 -0.1450 -1.2826
H -1.2605 0.3529 -2.7399
H -1.6651 1.4090 -1.4091
*
```

The HOMO energy (alpha / beta) comes out at -12.348 / -12.347 eV. Its LUMO energy (alpha / beta) is -4.6977 / -4.6877 eV. The energy above the lowest of the compared OMol25 structures with the same formula, charge and spin comes out at 118.6 kcal/mol. Its total energy is -381.214691 a.u.



Question: Which formula does entry 5 have?
Answer: C38H45N10Pd